Below is an isolated molecule of C7H14OS3, with properties calculated with ωB97M-V/def2-TZVPD.

Summary:
Strongest force on any atom: 3.3 eV/A
HOMO energy: -8.644 eV
Energy above the lowest of the compared OMol25 structures with the same formula, charge and spin: 25.5 kcal per mole
Gap between HOMO and LUMO: 0.332 Eh
E: -42037.0735 eV

Geometry as ORCA input:
```
! RIJCOSX wB97M-V def2-TZVPD def2/J DEFGRID3
* xyz 0 1
C 0.476 3.480 2.694
C 1.333 2.546 1.821
C 0.853 1.045 1.867
C -0.339 0.964 -0.585
C -1.289 0.311 -1.494
C -1.017 -0.698 -2.289
C -0.201 -3.203 -0.217
H -0.596 3.572 2.332
H 0.939 4.456 2.598
H 0.378 3.211 3.746
H 1.218 2.904 0.792
H 2.407 2.586 2.055
H 0.807 0.761 2.975
H 1.669 0.369 1.341
H -0.501 2.036 -0.526
H 0.691 0.643 -0.817
H -2.342 0.501 -1.250
H -1.735 -1.178 -2.900
H -0.598 -3.731 -1.184
H 0.282 -4.099 0.477
H -1.102 -2.696 0.210
O -1.935 1.370 1.465
S -0.780 0.474 1.117
S 0.575 -1.400 -2.488
S 1.147 -2.008 -0.652
*
```